(1)
Below is one molecule with the formula C8H12 in a non-equilibrium geometry, with properties calculated with ωB97M-V/def2-TZVPD.

## Properties
ΔE to the lowest compared entry with this formula, charge and spin, kcal per mole: 125.1
HOMO-LUMO gap, eV: 8.75
Total charge: 0
SMILES: CC1(C)[C@]2(C)[C@H]3C[C@@]312
2S+1: 1
E, Ha: -311.78709
E_HOMO, eV: -7.771

XYZ file:
```
20
Properties=species:S:1:pos:R:3:lowdin_charge:R:1
C -1.24936 1.85426 -0.50599 -0.088
C -1.19312 0.92089 0.75061 -0.198
C -1.20494 0.30370 -0.60462 0.009
C 0.16659 0.50906 0.49077 -0.314
C 0.08687 -0.80613 -0.09854 -0.337
C 1.33167 1.36195 0.87134 -0.006
C 1.13056 -1.19449 -1.14249 -0.061
C -0.74859 -2.06718 0.29513 -0.050
H -2.18056 2.12413 -0.85874 0.051
H -0.41709 2.56918 -0.78632 0.108
H -2.02581 0.89403 1.42973 0.121
H 1.07880 2.38805 0.73377 0.073
H 2.22486 1.01145 0.42382 0.064
H 1.56220 1.20509 1.91516 0.090
H 0.77561 -1.99913 -1.79710 0.073
H 2.15788 -1.68787 -0.66114 0.140
H 1.52630 -0.28411 -1.62218 0.078
H -1.63673 -2.03233 -0.30008 0.056
H -1.16850 -2.03730 1.37480 0.109
H -0.21664 -3.03327 0.09205 0.083
```

***

(2)
Below is a 2-piece molecular cluster, C2H8N4 overall in a non-equilibrium geometry, with properties calculated with ωB97M-V/def2-TZVPD.

## Properties
ΔE to the lowest compared entry with this formula, charge and spin, kcal per mole: 5.8
HOMO-LUMO gap (spin up / spin down), eV: 9.52 / 5.23
Total charge: +1
2S+1: 2
E, Ha: -299.69296
E_HOMO (spin up / spin down), eV: -13.728 / -13.705

XYZ file:
```
14
Properties=species:S:1:pos:R:3:lowdin_charge:R:1
N 0.99989 -1.34598 0.07009 0.260
C 1.85828 -0.53893 -0.50213 -0.189
N 1.67278 0.69161 -0.95689 0.253
H 0.07589 -1.13839 0.50798 0.095
H 1.29908 -2.31010 0.16621 0.153
H 2.82806 -1.01871 -0.66009 0.165
H 2.59470 1.14997 -0.89014 0.122
N -0.84828 1.34957 0.63486 0.092
C -1.91717 0.52751 0.40560 -0.324
N -1.81476 -0.73951 0.21846 0.055
H -0.06962 1.05162 0.06727 0.023
H -1.01089 2.32190 0.47071 0.098
H -2.89128 1.01708 0.42654 0.133
H -2.77666 -1.01765 0.04153 0.064
```

***

(3)
Below is a 2-piece molecular cluster, C9H23OPSi overall in a non-equilibrium geometry, with properties calculated with ωB97M-V/def2-TZVPD.

## Properties
ΔE to the lowest compared entry with this formula, charge and spin, kcal per mole: 52.8
HOMO-LUMO gap, eV: 6.38
Total charge: 0
2S+1: 1
E, Ha: -1062.69652
E_HOMO, eV: -8.375

XYZ file:
```
35
Properties=species:S:1:pos:R:3:lowdin_charge:R:1
C 0.78180 2.74374 2.28500 -0.102
C -0.88854 0.96554 2.29681 -0.155
C 3.49337 1.13850 -0.77939 -0.131
C 1.18605 1.91681 -1.54714 -0.173
C -2.89412 -1.95198 -2.02809 -0.187
C -0.08094 -3.14559 -1.18081 -0.188
C -2.24435 -2.44474 0.96617 -0.182
C 0.10922 1.66614 1.36396 -0.607
C 1.99743 0.90041 -0.87133 -0.648
O -0.97425 -0.34728 -0.62648 -0.364
Si -1.44672 -1.84847 -0.71897 0.260
P 1.30016 0.38549 0.78453 1.284
H 1.45442 2.24491 2.89753 0.045
H 1.30128 3.40479 1.64255 0.049
H -0.05494 3.36805 2.62223 0.098
H -1.25380 0.01303 1.99630 0.012
H -1.76531 1.47239 2.44032 0.047
H -0.57645 0.90310 3.39711 0.112
H 3.72951 2.20064 -0.80389 0.079
H 4.01235 0.67773 0.10521 0.082
H 3.96480 0.76025 -1.62090 0.047
H 0.13049 1.50300 -1.71830 0.097
H 1.63052 1.99819 -2.49365 0.051
H 1.26549 3.03711 -1.25329 0.120
H -2.54530 -2.55594 -2.91283 0.024
H -3.73348 -2.44454 -1.54473 -0.004
H -3.10794 -0.88154 -2.30364 0.024
H 0.55629 -2.96362 -0.28624 0.004
H -0.40844 -4.16441 -1.20473 0.007
H 0.67599 -2.85414 -1.93465 0.020
H -1.46907 -3.06863 1.36227 -0.012
H -2.58687 -1.58681 1.66004 0.040
H -3.06391 -3.15727 0.90904 0.006
H -0.35172 2.23769 0.53779 0.104
H 1.85700 -0.12253 -1.43782 0.141
```

***

What is the 2S+1 in the second record?
2

***

2S+1 of number 3 (C9H23OPSi)?
1

***

What did the second record say?
Below is a 2-piece molecular cluster, C2H8N4 overall in a non-equilibrium geometry, with properties calculated with ωB97M-V/def2-TZVPD.

## Properties
ΔE to the lowest compared entry with this formula, charge and spin, kcal per mole: 5.8
HOMO-LUMO gap (spin up / spin down), eV: 9.52 / 5.23
Total charge: +1
2S+1: 2
E, Ha: -299.69296
E_HOMO (spin up / spin down), eV: -13.728 / -13.705

XYZ file:
```
14
Properties=species:S:1:pos:R:3:lowdin_charge:R:1
N 0.99989 -1.34598 0.07009 0.260
C 1.85828 -0.53893 -0.50213 -0.189
N 1.67278 0.69161 -0.95689 0.253
H 0.07589 -1.13839 0.50798 0.095
H 1.29908 -2.31010 0.16621 0.153
H 2.82806 -1.01871 -0.66009 0.165
H 2.59470 1.14997 -0.89014 0.122
N -0.84828 1.34957 0.63486 0.092
C -1.91717 0.52751 0.40560 -0.324
N -1.81476 -0.73951 0.21846 0.055
H -0.06962 1.05162 0.06727 0.023
H -1.01089 2.32190 0.47071 0.098
H -2.89128 1.01708 0.42654 0.133
H -2.77666 -1.01765 0.04153 0.064
```